# 1
Density functional theory data (the ωB97M-V functional and the def2-TZVPD basis) for a molecular structure, BrClH2N2.

ΔE to the lowest compared entry with this formula, charge and spin	22.6	kcal per mole
highest occupied orbital energy (spin up / spin down)	-9.414 / -9.415	eV
E_LUMO (spin up / spin down)	-1.02 / -1.02	eV
Kohn-Sham gap (spin up / spin down)	8.4 / 8.4	eV
spin multiplicity	1

```
6
Properties=species:S:1:pos:R:3:forces:R:3
N 0.478169 -0.077249 -0.066037 0.91 -1.58 -0.50
N 1.504617 -0.580261 0.497284 1.47 -1.46 1.47
Cl 1.077375 -0.868249 2.621777 0.07 0.21 -0.69
Br 2.861440 0.693968 0.553290 0.25 0.11 -0.03
H 0.431284 0.867725 -0.075981 -1.05 3.58 -0.11
H -0.294646 -0.668984 -0.035255 -1.65 -0.86 -0.14
```
Forces are in eV/Å.


# 2
Density functional theory data (the ωB97M-V functional and the def2-TZVPD basis) for a molecular structure, C24H18AgN8S2.

highest occupied orbital energy	-3.985	eV
E_LUMO	2.67	eV
Kohn-Sham gap	6.7	eV
total charge	-1
spin multiplicity	1

```
53
Properties=species:S:1:pos:R:3:forces:R:3
Ag -0.830536 -0.077190 -0.621310 0.33 0.97 0.55
S 3.717849 2.019794 -1.312802 -0.06 0.11 0.00
C 4.199073 0.360578 -1.218415 0.01 0.05 -0.02
C 5.474656 -0.195203 -1.246801 -0.01 -0.04 0.02
C 5.593200 -1.570789 -1.129783 -0.05 0.09 0.00
C 4.456039 -2.371749 -0.973620 -0.01 0.01 0.00
C 3.190269 -1.815360 -0.946996 -0.05 -0.11 0.03
C 3.052604 -0.435139 -1.087908 -0.03 0.07 0.04
N 1.853630 0.251811 -1.093637 0.10 -0.28 0.01
C 2.013670 1.523463 -1.188884 -0.01 0.16 -0.05
C 0.917875 2.520535 -1.219465 0.09 -0.03 -0.03
C 1.241080 3.862641 -1.459881 0.05 -0.02 0.02
C 0.246892 4.820616 -1.539407 -0.03 -0.08 0.02
C -1.076777 4.418743 -1.373734 0.06 0.03 -0.01
C -1.371379 3.086023 -1.121928 -0.18 0.00 0.05
C -0.405296 2.074880 -1.025894 0.18 -0.36 -0.05
H 6.351531 0.433782 -1.349655 -0.03 -0.04 0.00
H 6.575509 -2.026972 -1.145698 -0.02 0.01 0.00
H 4.569901 -3.443204 -0.858540 0.00 0.03 0.00
H 2.306096 -2.422302 -0.784152 0.04 0.06 -0.02
H 2.277578 4.166186 -1.586468 -0.04 0.00 -0.03
H 0.494615 5.858175 -1.729179 0.01 -0.01 0.00
H -1.875035 5.153934 -1.440404 0.03 -0.03 0.02
H -2.418003 2.815432 -0.985566 0.06 0.01 -0.02
N -5.623068 -0.229881 -1.370603 -0.09 0.06 0.02
C -4.646767 0.696334 -1.318799 -0.08 -0.07 0.08
N -3.481301 0.112075 -1.396353 -0.17 -0.06 -0.15
C -3.803702 -1.206554 -1.498770 0.39 -0.12 -0.03
N -5.095249 -1.462310 -1.489873 -0.01 0.05 0.01
C -2.779047 -2.265861 -1.638826 -0.20 0.14 -0.04
C -3.108129 -3.607204 -1.474046 -0.07 -0.11 -0.01
N -2.217014 -4.579499 -1.614579 -0.06 0.05 0.03
C -0.980088 -4.195309 -1.918938 0.00 0.00 -0.02
C -0.647307 -2.863529 -2.089457 0.12 0.09 -0.09
N -1.539523 -1.886036 -1.943401 -0.20 -0.50 -0.18
H -6.618287 -0.114802 -1.314487 -0.02 0.02 0.01
H -4.831497 1.755924 -1.217900 0.01 -0.09 0.00
H -4.123214 -3.883709 -1.217638 0.02 -0.01 0.00
H -0.231486 -4.971984 -2.026721 -0.01 0.02 -0.02
H 0.358695 -2.560093 -2.359158 -0.02 -0.02 0.09
C 1.817498 0.706093 4.550498 0.00 -0.02 0.01
C 0.411152 0.277655 4.231846 0.06 0.00 -0.12
C -0.655110 0.615897 5.056809 -0.06 0.01 0.04
C -1.891994 0.140196 4.662387 -0.04 -0.06 -0.16
N -2.094056 -0.560934 3.554532 0.14 0.11 -0.14
C -1.012478 -0.794921 2.768425 0.09 -0.12 0.37
S -1.223532 -1.701068 1.299711 -0.11 0.03 -0.07
N 0.242437 -0.423153 3.121118 -0.13 0.07 -0.14
H 1.971499 0.792004 5.627323 0.01 0.02 -0.01
H 2.024967 1.678763 4.097744 -0.02 -0.02 -0.01
H 2.519735 -0.012874 4.132238 0.00 0.01 0.00
H -0.523965 1.202683 5.957305 -0.01 -0.04 -0.01
H -2.774208 0.333418 5.269715 0.01 -0.02 0.00
```
Forces are in eV/Å.


# 3
Density functional theory data (the ωB97M-V functional and the def2-TZVPD basis) for a molecular structure, C20H40BCl4CuF4O8S4.

highest occupied orbital energy	-10.184	eV
E_LUMO	-1.20	eV
Kohn-Sham gap	9.0	eV
spin multiplicity	1

```
82
Properties=species:S:1:pos:R:3:forces:R:3
Cu 1.034204 -0.768526 -2.345568 -0.34 -0.68 0.56
B 0.211643 0.737021 -0.414374 -1.56 1.82 1.28
F -0.204843 1.635902 -1.404833 0.32 -0.75 -0.36
F -0.104283 1.316262 0.833811 0.28 -0.55 -0.29
F -0.431858 -0.524192 -0.547222 0.18 -0.06 -0.37
F 1.579394 0.521070 -0.515772 1.02 -0.61 -0.65
C -1.268056 -5.906417 -1.025898 -0.13 -0.09 -1.00
C -1.416050 -4.694389 -0.118119 0.45 0.44 0.02
C -1.685440 -3.489009 -1.028319 -0.45 -1.19 -0.40
S -0.641917 -3.762612 -2.498791 -1.31 0.10 1.48
O 0.610251 -3.026349 -2.313680 0.49 0.76 -0.58
O -1.473656 -3.573575 -3.659341 0.78 0.02 -0.15
C -0.329772 -5.523329 -2.188664 0.38 0.30 0.33
H -2.237984 -6.155376 -1.463111 -0.04 -0.14 0.20
H -0.850625 -6.790305 -0.548490 -0.18 0.02 0.21
H -0.493198 -4.541409 0.443321 -0.02 -0.01 0.14
H -2.240502 -4.808370 0.583379 0.06 -0.05 0.07
H -1.664598 -2.503390 -0.573505 0.42 0.07 -0.28
H -2.682862 -3.651506 -1.444603 -0.04 0.34 -0.03
H 0.704057 -5.639654 -1.861408 0.07 0.28 -0.13
H -0.456712 -6.068284 -3.120231 -0.22 0.03 0.01
C 1.598377 -3.048174 1.635315 -0.42 -0.01 0.27
C 2.579994 -1.920723 1.991649 -0.16 0.17 0.06
C 3.895127 -2.588197 2.346631 0.05 -0.78 0.27
S 4.023389 -4.083454 1.271751 0.02 2.03 -0.34
O 4.158864 -5.201403 2.159019 0.22 -0.67 -0.08
O 4.928492 -3.852630 0.153726 -0.59 -0.42 0.87
C 2.305361 -3.997041 0.686694 0.28 -0.72 -0.15
H 0.628154 -2.661367 1.314513 0.28 0.14 -0.67
H 1.289333 -3.608800 2.524779 0.52 0.04 0.21
H 2.159511 -1.369829 2.833714 0.24 0.10 0.04
H 2.725089 -1.199182 1.186127 -0.22 -0.15 -0.18
H 3.817209 -3.006968 3.351356 0.14 -0.08 -0.03
H 4.811143 -2.006472 2.294180 -0.10 0.12 -0.30
H 1.998411 -5.041215 0.771723 -0.29 0.09 -0.08
H 2.322709 -3.712447 -0.364060 -0.02 0.23 0.06
C -5.239513 -0.014060 2.408469 -0.08 0.69 0.43
C -3.846327 0.387327 2.946182 0.03 0.19 0.01
C -2.778146 0.036156 1.916530 0.27 -0.36 -0.74
S -3.572342 0.194740 0.280431 -1.75 0.38 0.29
O -3.501849 -1.059900 -0.440424 0.35 0.06 0.05
O -3.268839 1.443376 -0.404040 0.30 -0.87 0.44
C -5.286754 0.401677 0.962726 1.11 0.18 -0.93
H -6.052413 0.528973 2.897568 0.24 0.00 0.35
H -5.413096 -1.062214 2.651742 0.02 -0.17 -0.61
H -3.714129 -0.082523 3.919432 0.41 -0.11 -0.09
H -3.691408 1.452834 3.088079 -0.70 0.20 0.17
H -2.416441 -0.991700 1.947056 -0.08 -0.04 0.05
H -1.921422 0.707138 1.878839 -0.05 0.01 0.25
H -6.013833 -0.053190 0.294812 0.12 -0.29 0.07
H -5.365639 1.485000 0.855611 -0.30 0.02 0.33
C 2.758566 2.419784 -4.256955 1.29 -0.17 -1.11
C 3.145052 3.815758 -4.811339 0.53 0.57 -0.10
C 4.519147 4.206936 -4.211863 0.24 -0.29 0.40
S 4.568154 3.425678 -2.554399 -0.78 0.07 -1.11
O 4.289611 4.416198 -1.541054 0.67 -0.27 -0.05
O 5.696992 2.519093 -2.523828 -0.33 0.42 0.43
C 3.029753 2.472021 -2.765971 -0.04 0.34 -0.02
H 3.428047 1.703280 -4.749156 0.20 -0.01 0.22
H 1.783144 2.075425 -4.597752 -0.35 0.40 0.52
H 2.381498 4.564708 -4.604378 -0.01 -0.01 0.30
H 3.304632 3.851971 -5.888755 -0.38 -0.39 -0.10
H 4.804136 5.253362 -4.102347 -0.76 0.17 0.18
H 5.348792 3.822808 -4.807335 -0.16 -0.58 0.15
H 2.238610 3.061553 -2.305823 0.09 -0.14 0.41
H 3.218882 1.542406 -2.233722 -0.27 -0.11 -0.10
Cl -3.183991 3.901686 2.136831 -0.40 0.08 0.24
C -2.591107 4.306096 0.505081 0.51 -0.32 -0.01
C -3.713879 4.595402 -0.454037 0.29 0.65 0.30
Cl -2.999381 5.039517 -2.016488 0.24 -0.11 -0.51
H -1.993770 3.441948 0.222573 0.07 0.22 -0.27
H -1.999695 5.210775 0.623880 0.22 -0.17 -0.07
H -4.154359 5.535598 -0.125514 -0.71 -0.44 0.07
H -4.384501 3.760038 -0.614823 -0.13 0.10 0.17
Cl 1.948922 4.653040 3.169763 0.45 0.58 0.31
C 0.601274 3.543879 3.269477 -0.50 -1.01 -1.44
C 0.341681 3.001770 4.638628 -0.76 0.64 1.00
Cl -1.167723 2.045621 4.626305 -0.13 -0.68 -0.23
H 0.819993 2.766807 2.531425 0.07 -0.24 0.43
H -0.299883 3.987632 2.844307 0.05 0.41 0.42
H 0.023345 3.780999 5.331059 0.64 0.30 -0.12
H 1.121878 2.418920 5.117491 0.15 -0.07 -0.36
```
Forces are in eV/Å.


# 4
Density functional theory data (the ωB97M-V functional and the def2-TZVPD basis) for a single C2H2N2S3 molecule.

ΔE to the lowest compared entry with this formula, charge and spin	0.0	kcal per mole
highest occupied orbital energy	-8.974	eV
E_LUMO	-0.42	eV
Kohn-Sham gap	8.6	eV
SMILES	S=c1[nH]sc(=S)[nH]1
spin multiplicity	1

```
9
Properties=species:S:1:pos:R:3:forces:R:3
S -0.594607 2.706278 1.133388 0.15 -0.09 -0.80
S -1.808745 -2.341140 0.304354 -0.21 -0.26 0.14
S 0.060625 0.911992 -1.303551 0.04 1.56 0.34
C -0.720878 1.342727 0.226562 0.75 0.78 0.94
C -1.299230 -0.843189 -0.115687 -0.30 -2.01 0.29
N -0.681196 -0.595223 -1.315187 -0.39 -0.11 0.75
N -1.369466 0.244507 0.703028 0.51 -0.04 -1.66
H -0.194529 -1.389713 -1.723263 -0.26 0.23 0.10
H -1.627711 0.182251 1.675937 -0.29 -0.06 -0.10
```
Forces are in eV/Å.


# 5
Density functional theory data (the ωB97M-V functional and the def2-TZVPD basis) for 2 unconnected molecules or ions with the total composition C2H2NO2S.

ΔE to the lowest compared entry with this formula, charge and spin	32.7	kcal per mole
highest occupied orbital energy	-2.484	eV
E_LUMO	3.90	eV
Kohn-Sham gap	6.4	eV
total charge	-1
spin multiplicity	1

```
8
Properties=species:S:1:pos:R:3:forces:R:3
C -0.240100 -0.588900 0.267408 -0.19 -0.43 -0.74
C 1.737670 0.994860 0.328510 0.58 -0.98 -0.13
N -1.409378 -0.222272 -0.316374 -1.48 1.90 -1.34
O 1.325828 1.918237 0.897515 -0.94 1.19 0.59
O 2.531952 0.318243 -0.197213 -0.01 -0.42 -0.40
S -0.086043 -2.286716 0.463832 -0.07 0.81 0.11
H -1.719356 0.681322 -0.760856 1.81 -0.50 1.42
H -2.140572 -0.814775 -0.682823 0.31 -1.56 0.48
```
Forces are in eV/Å.


# 6
Density functional theory data (the ωB97M-V functional and the def2-TZVPD basis) for a single CH2FNO molecule.

ΔE to the lowest compared entry with this formula, charge and spin	83.2	kcal per mole
highest occupied orbital energy	-9.796	eV
E_LUMO	-0.47	eV
Kohn-Sham gap	9.3	eV
SMILES	O=NCF
spin multiplicity	1

```
6
Properties=species:S:1:pos:R:3:forces:R:3
C 0.224292 0.127021 0.239001 0.55 -0.59 2.61
N -0.880011 -0.000061 -0.665733 -0.48 0.02 -0.68
O -0.786757 -0.844527 -1.495909 0.23 -0.53 -0.38
F 0.017394 1.311776 0.855604 0.16 1.19 0.35
H 1.276514 0.026558 0.019479 0.25 0.22 -1.50
H 0.148568 -0.620767 1.047559 -0.70 -0.32 -0.41
```
Forces are in eV/Å.


# 7
Density functional theory data (the ωB97M-V functional and the def2-TZVPD basis) for a gas-phase ion, C4H11N2 (charge +2).

ΔE to the lowest compared entry with this formula, charge and spin	40.9	kcal per mole
highest occupied orbital energy (spin up / spin down)	-20.379 / -20.366	eV
E_LUMO (spin up / spin down)	-9.27 / -12.59	eV
Kohn-Sham gap (spin up / spin down)	11.1 / 7.8	eV
total charge	+2
spin multiplicity	2

```
17
Properties=species:S:1:pos:R:3:forces:R:3
C -2.127881 0.942250 -0.764534 0.48 0.25 -0.03
C -1.345114 -0.299699 -0.254602 -0.74 0.78 -1.55
C 0.032802 -0.008977 0.179241 0.28 -0.87 1.73
C 1.086277 -0.871836 -0.223521 0.40 0.64 -0.78
N 2.470668 -0.864289 0.267900 0.03 -1.15 -0.99
N 0.280850 0.923094 1.096558 -1.30 0.06 0.45
H -3.047651 0.615506 -1.236613 -0.11 0.01 0.13
H -1.521988 1.439358 -1.512476 0.00 0.05 -0.39
H -2.344545 1.708950 -0.019496 -0.17 -0.31 0.24
H -1.377042 -1.043799 -1.051155 0.34 -0.02 -0.01
H -1.895926 -0.746048 0.574638 0.28 0.01 0.49
H 1.047629 -1.279462 -1.226690 -0.31 -0.48 0.14
H 3.111824 -0.362365 -0.370507 -0.16 0.92 0.40
H 2.628069 -0.666646 1.260097 0.19 0.18 -0.07
H 2.825235 -1.813219 0.041683 -0.10 -0.20 0.78
H 0.639227 0.713097 2.031603 1.02 0.13 -0.46
H -0.462435 1.614085 1.207873 -0.12 0.01 -0.10
```
Forces are in eV/Å.


The largest force on an atom results, record by record, are as follows: 3.7; 1.2; 2.7; 2.1; 2.8; 2.7; 2.0 eV/A.
The DFT total energy results, record by record, are as follows: -85574.277; -62772.334; -187389.948; -37592.083; -18527.012; -7321.350; -7286.117 eV.